1.
A molecular structure, C32H36F24MgN4O34S8 at a distorted geometry. Source: the OMol25 dataset; level of theory: ωB97M-V/def2-TZVPD.

## Properties
HOMO-LUMO gap (spin up / spin down) ... 8.475 / 3.407 eV
Molecular weight ... 1757.427 Da
Charge ... -1
HOMO energy (spin up / spin down) ... -7.14 / -7.14 eV
Spin multiplicity ... 2

Element x y z (Å)
Mg 1.67769 -1.94093 -1.89860
C 0.74068 6.55218 0.27161
F 0.73995 5.39006 -0.41204
F 1.34573 7.42754 -0.50231
F -0.51037 7.01235 0.50837
S 1.73199 6.52321 1.94644
O 1.84681 5.07943 2.19456
O 3.06507 7.15363 1.93290
N 0.61152 7.15070 3.20635
S 0.89023 8.67498 3.07908
O 1.16421 9.10918 1.72142
O -0.29230 9.44842 3.54988
C 2.31212 9.03958 4.24000
F 2.40892 8.13257 5.20384
F 3.47797 9.08590 3.62291
F 2.09262 10.21138 4.77046
C -0.02050 1.96862 2.79989
F 1.17449 2.50860 2.79421
F -0.09348 1.23463 1.66665
F -0.20876 1.14036 3.77466
S -1.31880 3.43491 2.68054
O -0.90428 4.27834 1.62262
O -2.60302 2.83374 2.43445
N -1.10976 4.27411 4.21094
S -2.09829 3.57935 5.26751
O -2.93604 4.62863 5.87015
O -2.82725 2.38910 4.94784
C -0.88751 3.12701 6.66432
F -1.66636 2.62156 7.66253
F 0.10031 2.29582 6.30617
F -0.30677 4.30757 7.08503
C 4.46153 -4.22501 -0.58171
F 5.43869 -3.33742 -0.42723
F 4.79029 -5.51556 -0.40533
F 3.50843 -3.96945 0.31044
S 3.88708 -4.11057 -2.42836
O 5.06150 -4.43974 -3.21518
O 2.66624 -4.89226 -2.69067
N 3.37979 -2.39041 -2.48582
S 4.56714 -1.56430 -3.08931
O 4.13836 -0.19214 -2.81761
O 5.96712 -1.88885 -2.72815
C 4.44323 -1.79047 -5.07308
F 4.12402 -3.03336 -5.39637
F 3.53260 -0.89878 -5.54677
F 5.60448 -1.47659 -5.63407
C -2.26339 -0.95237 -2.38523
F -1.78457 -1.08054 -3.60327
F -3.30377 -0.11579 -2.41525
F -2.72987 -2.04037 -1.90014
S -0.89679 -0.15720 -1.16692
O -1.16385 1.23555 -0.97650
O -0.92272 -1.03559 -0.00542
N 0.55606 -0.48593 -2.04223
S 0.47467 0.76019 -3.09565
O 1.33591 0.28657 -4.22700
O -0.80032 1.37809 -3.62148
C 1.48784 2.24337 -2.24599
F 0.65079 3.33412 -2.19628
F 1.83383 1.90536 -1.00949
F 2.59356 2.54671 -3.05034
C 6.22485 4.95388 1.06675
C 5.49115 3.51744 1.28662
C 4.34534 3.26899 0.22952
O 4.78680 2.24939 -0.56346
C 5.93259 1.73609 -0.10941
O 6.41227 0.77315 -0.53847
O 6.42461 2.51167 0.84381
H 7.05894 4.85295 1.76115
H 5.52852 5.71981 1.40816
H 6.65103 5.08103 0.07160
H 5.20895 3.44045 2.33663
H 4.15943 4.19022 -0.32264
H 3.38654 2.95496 0.64207
C -1.29127 -5.52204 -6.56251
C 0.14127 -5.10450 -6.10687
C 0.69222 -3.90673 -6.84740
O 1.09827 -3.04497 -5.90879
C 0.65064 -3.37579 -4.69027
O 0.86380 -2.80196 -3.64165
O 0.11999 -4.69394 -4.73195
H -1.51349 -6.51318 -6.16707
H -1.26336 -5.46489 -7.65065
H -2.04442 -4.80798 -6.22937
H 0.89663 -5.88740 -6.17486
H -0.04569 -3.54842 -7.56518
H 1.58781 -4.12700 -7.42834
C -5.19000 0.03832 3.58163
C -4.42686 -0.45459 2.44581
C -3.14462 -1.25736 2.82982
O -3.24745 -2.55184 2.37575
C -4.48988 -2.62745 1.70111
O -4.89274 -3.61809 1.12077
O -5.21019 -1.50938 1.90298
H -4.53395 0.57467 4.26722
H -5.55531 -0.73260 4.26009
H -5.99133 0.62575 3.13344
H -4.10110 0.25061 1.68116
H -2.80191 -1.24121 3.86442
H -2.29390 -0.95884 2.21722
C -2.99312 -6.26829 -1.36048
C -2.46780 -4.90427 -0.70982
C -1.87554 -5.04837 0.70094
O -0.60276 -4.53918 0.60121
C -0.31028 -4.10238 -0.62402
O 0.65564 -3.38969 -1.00035
O -1.34293 -4.42713 -1.44106
H -3.03312 -6.04198 -2.42597
H -4.00909 -6.43819 -1.00402
H -2.22060 -6.99949 -1.12244
H -3.19048 -4.08939 -0.66739
H -1.82376 -6.10923 0.94585
H -2.54158 -4.47414 1.34498
C -8.21612 -1.68884 -2.56292
C -7.20482 -1.27596 -1.46180
C -6.71923 0.14127 -1.36177
O -6.88189 0.49312 -0.00103
C -7.60113 -0.45408 0.56252
O -8.26716 -0.28361 1.58105
O -7.82915 -1.52088 -0.25255
H -8.46589 -2.74979 -2.55351
H -7.83414 -1.23777 -3.47874
H -9.16621 -1.15799 -2.50269
H -6.29636 -1.87373 -1.53595
H -7.12947 0.80246 -2.12507
H -5.64217 0.03081 -1.48757
C 3.45743 -2.62135 3.81837
C 2.57080 -1.47049 3.35841
C 3.23492 -0.11746 2.96863
O 3.13632 -0.18363 1.53848
C 2.44717 -1.16046 1.09460
O 2.24151 -1.43244 -0.06283
O 2.10548 -2.00032 2.13882
H 4.34468 -2.69013 3.18895
H 2.93601 -3.57770 3.77801
H 3.87816 -2.35927 4.78914
H 1.73172 -1.26811 4.02405
H 4.31251 -0.06494 3.12409
H 2.75354 0.79399 3.32305

Forces on atoms 1 to 3 (eV/Å):
-0.671 -1.503 0.485
-0.234 1.154 0.050
-0.259 0.695 1.309


2.
10 unconnected molecules or ions with the total composition C50H115N5O10 at a distorted geometry. Source: the OMol25 dataset; level of theory: ωB97M-V/def2-TZVPD.

## Properties
HOMO-LUMO gap ... 8.270 eV
Molecular weight ... 946.495 Da
Charge ... 0
HOMO energy ... -7.90 eV
SMILES ... CC1(C)CCCC(C)(C)N1O.CC1(C)CCCC(C)(C)N1O.CC1(C)CCCC(C)(C)N1O.CC1(C)CCCC(C)(C)N1O.CC1(C)CCCC(C)(C)N1O.CO.CO.CO.CO.CO

Element x y z (Å)
C 11.52754 -1.91005 -0.43021
C 11.08404 -3.09450 0.46659
C 12.27802 -4.11729 0.60485
C 10.69384 -2.43813 1.87817
C 9.96298 -3.43268 2.82289
C 8.68337 -3.79445 2.09222
C 8.88525 -4.42917 0.65380
C 9.29364 -5.93146 0.85832
C 7.53066 -4.36673 -0.08954
N 9.90331 -3.69804 -0.19347
O 10.01499 -4.14382 -1.52393
H 10.74303 -1.15506 -0.48167
H 12.46474 -1.43428 -0.14142
H 11.79217 -2.24929 -1.43169
H 12.07526 -5.00604 1.20243
H 12.61088 -4.37890 -0.39957
H 13.12805 -3.52619 0.94566
H 11.60326 -2.23846 2.44490
H 10.12710 -1.52656 1.68859
H 10.51769 -4.35358 3.00276
H 9.81120 -3.00566 3.81421
H 7.96967 -2.99571 1.89037
H 8.14881 -4.54775 2.67092
H 8.49843 -6.54996 1.27450
H 10.22064 -6.12768 1.39709
H 9.58210 -6.38876 -0.08813
H 7.26621 -3.37776 -0.46385
H 6.79281 -4.69465 0.64268
H 7.37761 -5.10602 -0.87575
H 9.43203 -3.54638 -1.99808
C -10.48712 -1.44843 -7.90830
C -10.20631 -1.38534 -6.37314
C -10.95630 -2.44545 -5.57558
C -8.67155 -1.62686 -6.14805
C -8.06305 -1.25946 -4.76772
C -8.40801 0.16032 -4.57557
C -9.90610 0.56580 -4.66354
C -10.68607 0.18045 -3.35242
C -9.81918 2.07559 -4.79394
N -10.46602 0.04540 -5.95544
O -11.80174 0.44035 -6.20635
H -10.00278 -0.67238 -8.50097
H -10.17718 -2.40802 -8.32210
H -11.55122 -1.37785 -8.13368
H -11.97399 -2.09596 -5.40162
H -11.02335 -3.36481 -6.15728
H -10.56460 -2.64111 -4.57739
H -8.45056 -2.69033 -6.23904
H -8.08564 -1.19307 -6.95839
H -8.34480 -1.85515 -3.89946
H -6.98994 -1.38728 -4.62560
H -7.88447 0.72103 -5.34991
H -8.00693 0.54607 -3.63832
H -10.81437 -0.90181 -3.33363
H -11.66836 0.64355 -3.44591
H -10.14607 0.50017 -2.46120
H -9.31452 2.47519 -5.67356
H -9.42753 2.54946 -3.89385
H -10.87101 2.34577 -4.88750
H -11.72105 1.26948 -6.68346
C -9.98278 -1.54182 4.99251
C -8.95272 -0.97320 5.92645
C -8.77692 -1.86771 7.24713
C -7.53433 -1.00454 5.18898
C -6.47485 0.06820 5.54881
C -7.09005 1.46020 5.38855
C -8.33791 1.60956 6.32923
C -8.00748 1.75372 7.82001
C -9.09545 2.82581 5.75582
N -9.30923 0.45738 6.17006
O -10.59977 0.69555 6.82745
H -9.89438 -2.59053 4.70877
H -10.97006 -1.51235 5.45349
H -9.98273 -0.92523 4.09367
H -8.02386 -1.53291 7.96051
H -9.69404 -1.70233 7.81249
H -8.60429 -2.93598 7.11638
H -7.03381 -1.94030 5.43784
H -7.75056 -1.02447 4.12082
H -6.14860 -0.07879 6.57840
H -5.60039 -0.07487 4.91402
H -7.36330 1.71300 4.36409
H -6.31145 2.11503 5.77981
H -7.71993 0.79862 8.25957
H -8.91657 2.06414 8.33507
H -7.21861 2.49967 7.91676
H -9.62325 2.55540 4.84126
H -8.49714 3.70094 5.50228
H -9.93327 3.19300 6.34856
H -11.13612 0.97376 6.08143
C 6.82350 2.86596 -4.48911
C 6.20052 2.99392 -5.88705
C 4.87495 2.21582 -5.93893
C 5.80036 4.49790 -6.16026
C 6.95682 5.41375 -6.44934
C 7.72716 4.90112 -7.67572
C 8.28262 3.45480 -7.49430
C 8.79200 3.06071 -8.92658
C 9.54338 3.49557 -6.53038
N 7.11290 2.65307 -7.02665
O 7.42017 1.34135 -7.07163
H 7.36629 1.92414 -4.40887
H 7.53398 3.66642 -4.28275
H 6.08861 2.81127 -3.68597
H 4.20923 2.49879 -5.12355
H 4.50142 2.42122 -6.94212
H 5.01722 1.15511 -5.73215
H 5.13782 4.52198 -7.02546
H 5.12351 4.92970 -5.42302
H 6.62731 6.43862 -6.62012
H 7.56143 5.44566 -5.54296
H 8.51123 5.65592 -7.73586
H 7.17076 5.11553 -8.58816
H 9.64485 3.62010 -9.31107
H 7.99096 3.11138 -9.66405
H 9.05774 2.00551 -8.99005
H 9.79326 2.45084 -6.34545
H 9.36923 4.01269 -5.58679
H 10.38631 4.00603 -6.99621
H 7.00755 0.99744 -7.86729
C 1.95050 4.68278 4.53690
C 3.12749 5.40430 5.36059
C 4.07200 4.32589 6.07057
C 4.05176 6.16168 4.40499
C 3.48331 7.46410 3.89259
C 2.97049 8.30606 5.11107
C 1.99038 7.55573 6.12899
C 1.94716 8.43213 7.42645
C 0.63452 7.50338 5.49488
N 2.59708 6.29395 6.45780
O 1.93531 5.56777 7.42542
H 2.43507 3.94179 3.90111
H 1.20432 4.24505 5.20000
H 1.37130 5.30595 3.85551
H 4.72373 4.78952 6.81110
H 3.44257 3.56854 6.53784
H 4.75526 3.81456 5.39248
H 4.93704 6.37436 5.00428
H 4.34499 5.56806 3.53911
H 4.31053 7.99999 3.42718
H 2.68669 7.25591 3.17834
H 2.37952 9.02392 4.54227
H 3.77414 8.73505 5.70958
H 2.92977 8.34556 7.89021
H 1.23615 7.91498 8.07073
H 1.74893 9.49142 7.26302
H 0.62103 7.37249 4.41285
H 0.02300 8.37983 5.70929
H 0.02199 6.69019 5.88429
H 2.61197 5.37427 8.07832
C -0.12342 -4.83255 -8.01155
O 0.47119 -5.02408 -9.32901
H -0.62109 -5.70482 -7.58779
H 0.59880 -4.45703 -7.28665
H -0.96091 -4.15017 -8.15665
H -0.08985 -5.68326 -9.74411
C 0.99463 -3.61348 5.94290
O 0.61481 -4.78746 5.19117
H 1.46778 -3.88401 6.88685
H 1.81567 -3.27303 5.31197
H 0.23973 -2.85613 6.15421
H -0.11682 -5.16875 5.68202
C -3.43268 -9.39976 -3.85208
O -3.12782 -10.03673 -5.07287
H -4.22213 -9.95633 -3.34701
H -2.61256 -9.48006 -3.13860
H -3.82043 -8.38604 -3.95252
H -2.41483 -10.66413 -4.93281
C -4.53719 -8.82367 4.80740
O -3.67155 -8.30695 5.81977
H -5.47622 -8.28281 4.68991
H -4.05101 -8.77841 3.83289
H -4.82202 -9.85303 5.02510
H -4.15526 -8.29980 6.64897
C -0.51668 -2.50440 -0.38335
O -0.62424 -3.86708 -0.15108
H -1.13982 -1.76848 0.12478
H 0.51958 -2.21281 -0.21232
H -0.64658 -2.34382 -1.45361
H -0.43653 -4.15102 0.74655

Forces on atoms 1 to 3 (eV/Å):
0.479 -0.461 -0.217
0.581 -0.038 -0.155
-0.288 1.518 -0.612


3.
A molecular structure, C2H2N2O2S at a distorted geometry. Source: the OMol25 dataset; level of theory: ωB97M-V/def2-TZVPD.

## Properties
HOMO-LUMO gap ... 5.098 eV
Molecular weight ... 118.117 Da
Charge ... -2
HOMO energy ... 1.21 eV

Element x y z (Å)
C 0.27121 -1.00948 -0.85971
C -0.49939 0.32224 1.35629
N -0.62252 -0.80442 0.81183
N 0.37658 0.11625 -1.37509
O 0.49280 -2.16462 -1.17413
O 0.18161 1.48158 0.88664
S -1.11825 0.59594 2.90632
H 0.29898 1.24460 -0.12963
H 0.61898 0.21790 -2.42253

Forces on atoms 1 to 3 (eV/Å):
-1.915 -2.144 3.514
1.113 1.495 -0.190
1.795 -1.417 -3.712


4.
A molecular structure, C40H39Cl5Ge2N4Ru at a distorted geometry. Source: the OMol25 dataset; level of theory: ωB97M-V/def2-TZVPD.

## Properties
HOMO-LUMO gap (spin up / spin down) ... 6.135 / 6.187 eV
Molecular weight ... 999.335 Da
Charge ... +2
HOMO energy (spin up / spin down) ... -13.46 / -13.46 eV

Element x y z (Å)
Ru -0.16816 -0.14273 -0.06137
C -2.19618 -1.56737 1.65128
C -2.80971 -0.17132 1.71517
C -3.15734 0.33830 0.34165
C -4.31820 1.06947 0.16450
C -4.77082 1.33249 -1.11794
C -4.07335 0.78587 -2.17970
C -2.89221 0.12155 -1.92066
N -2.38354 -0.05005 -0.69011
N -0.73126 -1.53912 1.40740
C -0.06512 -1.19080 2.68649
C 1.33481 -0.75372 2.43383
C 2.28411 -0.83208 3.42828
C 3.54031 -0.28523 3.20912
C 3.77612 0.32770 1.99600
C 2.77282 0.34296 1.04414
N 1.57418 -0.20313 1.23055
C -0.24176 -2.89981 1.05475
C -0.58214 -3.17668 -0.35928
C -1.00501 -4.40264 -0.82746
C -1.27663 -4.54393 -2.18256
C -1.13277 -3.43864 -3.00044
C -0.71541 -2.24184 -2.44539
N -0.42240 -2.10300 -1.14955
H -2.67076 -2.13631 0.85177
H -2.35173 -2.10648 2.58916
H -2.19196 0.53276 2.28050
H -3.74787 -0.25744 2.26415
H -4.88506 1.38395 1.03039
H -5.67551 1.90367 -1.27716
H -4.41396 0.88868 -3.19976
H -2.33094 -0.29255 -2.74206
H -0.09609 -2.05607 3.35273
H -0.61140 -0.37815 3.16096
H 2.03303 -1.30212 4.36980
H 4.30368 -0.32846 3.97367
H 4.72622 0.78951 1.76799
H 2.93100 0.82306 0.10107
H -0.65739 -3.63611 1.74589
H 0.84510 -2.89410 1.17103
H -1.12187 -5.23170 -0.14296
H -1.60586 -5.49361 -2.58161
H -1.33738 -3.48490 -4.06065
H -0.60116 -1.37208 -3.07266
Cl 0.16668 2.03146 2.81541
C -0.45181 2.71180 1.33955
C -0.41970 1.97204 0.14978
C -0.90238 2.65602 -0.97056
Cl -0.72698 1.92291 -2.53679
C -1.45888 3.92939 -0.92912
Cl -2.05420 4.67032 -2.35525
C -1.50937 4.60838 0.28537
Cl -2.18472 6.17393 0.36923
C -0.98060 4.00278 1.42465
Cl -1.00065 4.84768 2.91243
C 3.57372 2.99045 -0.42612
Ge 2.86159 2.36969 -2.13519
C 1.75017 3.82147 -2.79761
C 4.24042 1.97326 -3.46004
Ge 1.73024 -0.03209 -1.88853
C 3.08914 -1.35316 -1.30668
C 2.83775 -2.64576 -0.85135
C 3.87379 -3.51032 -0.52121
C 5.19190 -3.09336 -0.64122
C 5.46139 -1.81399 -1.10118
C 4.41918 -0.95699 -1.43150
C 1.56244 -0.52079 -3.78704
C 1.87305 -1.80860 -4.23829
C 1.87583 -2.10332 -5.59228
C 1.58524 -1.11010 -6.52067
C 1.30123 0.17792 -6.09162
C 1.28247 0.46663 -4.73198
H 3.92853 4.01052 -0.59272
H 4.42148 2.40433 -0.07530
H 2.79581 3.03167 0.33595
H 2.45956 4.59503 -3.10514
H 1.13662 4.23777 -2.00178
H 1.13261 3.57444 -3.65305
H 4.55998 2.93921 -3.85918
H 3.85230 1.37639 -4.28137
H 5.11505 1.48983 -3.03483
H 1.82503 -3.00800 -0.77692
H 3.65320 -4.51448 -0.18129
H 6.00172 -3.76407 -0.38810
H 6.48522 -1.47925 -1.20749
H 4.65663 0.03656 -1.78297
H 2.14846 -2.57984 -3.52791
H 2.12255 -3.10316 -5.92514
H 1.59519 -1.33744 -7.57828
H 1.09753 0.96087 -6.81014
H 1.06494 1.47927 -4.41818

Forces on atoms 1 to 3 (eV/Å):
-1.226 0.046 -0.798
-0.127 0.169 -0.061
-0.003 -0.102 0.001